Molecular formula: C30H29BrIrN5O2S
Method: DFT, wB97M-V/def2-TZVPD

Last column: natural (NBO) charge in e.
Element x y z (Å)
Ir1 -0.41581 -0.27540 0.11306  0.8714
N1 -1.69516 -1.81696 0.38820  -0.6745
C1 -3.07645 -1.69543 -0.06514  0.1611
C2 -3.60331 -2.73615 -0.80844  -0.2460
C3 -4.93206 -2.68497 -1.20713  -0.1813
C4 -5.71060 -1.58964 -0.84793  -0.1801
C5 -5.15968 -0.54640 -0.12588  -0.1789
C6 -3.82088 -0.56351 0.27864  -0.0846
C7 -3.21072 0.62138 0.91716  -0.1529
C8 -3.99231 1.49195 1.68988  -0.1698
C9 -3.48761 2.69159 2.15065  -0.1940
C10 -2.18838 3.07163 1.82410  -0.1911
C11 -1.38733 2.20685 1.08877  -0.2419
C12 -1.87317 0.97282 0.67092  -0.1103
H1 -1.30468 -2.64287 -0.06324  0.4207
H2 -1.69517 -2.02422 1.38975  0.4130
H3 -2.99473 -3.59833 -1.05949  0.2327
H4 -5.35748 -3.49984 -1.77680  0.2552
H5 -6.75033 -1.54646 -1.14432  0.2525
H6 -5.76967 0.31646 0.10763  0.2369
H7 -5.00809 1.21189 1.93967  0.2384
H8 -4.10853 3.34067 2.75384  0.2513
H9 -1.79718 4.02460 2.15567  0.2449
H10 -0.36630 2.50007 0.85692  0.2109
C13 -0.73485 -0.49679 3.27638  -0.2734
O1 0.20334 -0.67978 2.17780  -0.5451
C14 1.53474 -0.83922 2.52602  0.2351
C15 1.93387 -1.04064 3.83725  -0.2453
C16 3.27806 -1.23589 4.13016  -0.0673
Br1 3.80225 -1.51520 5.90733  0.1934
C17 4.21852 -1.22808 3.12324  -0.1581
C18 3.83025 -0.99589 1.80043  -0.1754
C19 2.47822 -0.81921 1.50360  0.3115
O2 1.98193 -0.65942 0.21594  -0.7365
C20 4.91591 -0.98704 0.82031  0.4817
N2 6.01333 -1.74608 0.97168  -0.3794
C21 6.80750 -1.44971 -0.05741  0.1779
C22 8.10597 -1.95795 -0.35644  -0.0668
C23 8.75790 -1.43085 -1.45354  -0.2332
C24 8.15278 -0.44606 -2.24246  0.0074
C25 6.85030 0.06671 -1.96507  -0.2048
C26 6.20384 -0.46346 -0.89252  0.1802
N3 4.97453 -0.21274 -0.29372  -0.5503
H11 -0.39326 0.31795 3.91267  0.2291
H12 -0.82079 -1.42451 3.83851  0.2144
H13 -1.68168 -0.21838 2.82698  0.2275
H14 1.21931 -1.08002 4.64579  0.2640
H15 5.26388 -1.38931 3.34424  0.2748
H16 2.53096 -1.11584 -0.43735  0.5237
H17 8.54828 -2.72917 0.26038  0.2685
H18 9.75023 -1.77722 -1.70653  0.2697
H19 8.69179 -0.05582 -3.09608  0.2563
H20 6.42266 0.84645 -2.58172  0.2549
H21 4.35855 0.55524 -0.51397  0.4441
S1 -0.59380 0.09841 -2.12838  -0.0961
C27 -2.01440 1.11064 -2.45783  0.4013
N4 -1.83471 2.39389 -2.68985  -0.5376
C28 -2.93217 3.29948 -3.07211  -0.2268
C29 -4.00555 2.49906 -3.78700  -0.4353
C30 -4.41252 1.31506 -2.92813  -0.2228
N5 -3.20495 0.56204 -2.54761  -0.5447
H22 -0.88965 2.73962 -2.65396  0.4347
H23 -2.51733 4.07812 -3.70717  0.2473
H24 -3.32460 3.76692 -2.16727  0.2197
H25 -3.62782 2.14546 -4.74775  0.2333
H26 -4.86930 3.13098 -3.98274  0.2651
H27 -5.06415 0.63371 -3.47018  0.2454
H28 -4.92860 1.63667 -2.02148  0.2151
H29 -3.27317 -0.43180 -2.38696  0.4389

Output
Total energy in eV: -126818.05253
2S+1: 2
Net charge: +3
HOMO level (spin up / spin down) in eV: -15.9 / -15.9
⟨S²⟩: 0.774
HOMO-LUMO gap (spin up / spin down) in eV: 7.244 / 4.817
Relative energy (zero: lowest compared OMol25 entry of this formula, charge and spin) in kJ/mol: 25.14
LUMO energy (spin up / spin down) in eV: -8.68 / -11.10